Here is a molecular structure, C14H2Cl5N2RhS2 from the OMol25 dataset. Energies are from ωB97M-V with the def2-TZVPD basis set.

Summary:
**LUMO (alpha / beta)**: -0.035 / -0.134 Ha
**Expectation value of S²**: 6.022
**HOMO level (alpha / beta)**: -9.0738 / -9.4923 eV
**Frontier orbital gap (alpha / beta)**: 8.1161 / 5.8428 eV

```
! RIJCOSX wB97M-V def2-TZVPD def2/J DEFGRID3
* xyz 0 5
Rh -0.175 -1.126 -0.059
Cl 1.250 -6.856 -0.935
Cl 2.429 -0.867 0.115
Cl 4.874 -2.909 -0.189
Cl 4.215 -5.933 -0.708
Cl -1.061 -4.757 -0.664
S -0.758 0.499 -1.666
S -1.602 -0.095 1.484
N -2.674 5.819 2.653
N -1.519 6.519 -1.150
C 2.946 -4.793 -0.545
C 0.861 -2.935 -0.290
C -1.545 5.455 -0.717
C -1.951 3.865 1.134
C 2.193 -2.568 -0.186
C 3.250 -3.450 -0.312
C -1.194 3.073 -1.020
C 0.585 -4.270 -0.523
C -1.561 4.121 -0.203
C -1.191 1.752 -0.550
C -1.942 2.571 1.613
C 1.615 -5.205 -0.648
C -1.560 1.497 0.798
C -2.351 4.948 1.977
H -2.232 2.372 2.635
H -0.901 3.274 -2.042
*
```

=====

Here is a molecular structure, C12H17Cl5O3Pd in a non-equilibrium geometry from the OMol25 dataset. Energies are from ωB97M-V with the def2-TZVPD basis set.

Summary:
**LUMO (alpha / beta)**: 0.159 / 0.139 Ha
**Expectation value of S²**: 6.021
**HOMO level (alpha / beta)**: -0.9263 / -0.8519 eV
**Frontier orbital gap (alpha / beta)**: 5.2627 / 4.6237 eV

```
! RIJCOSX wB97M-V def2-TZVPD def2/J DEFGRID3
* xyz -2 5
Pd 0.470 -0.288 -0.168
Cl 1.555 0.796 1.627
Cl 3.952 3.090 -0.495
Cl 1.646 0.861 -1.836
Cl -0.634 -4.693 2.091
Cl 0.828 -2.984 4.001
O -0.283 -1.680 1.391
O 1.687 -2.300 0.546
O -0.596 -1.380 -1.444
C -0.500 2.911 2.171
C -2.162 0.461 -0.129
C -2.426 0.427 2.445
C -3.169 -0.563 -0.450
C 0.740 -2.446 1.349
C -1.442 1.280 -1.072
C -1.879 0.955 1.187
C -0.760 2.307 -0.321
C 0.729 -3.608 2.356
C -1.592 1.251 -2.534
C 0.033 3.417 -0.878
C -1.039 2.103 1.060
H 0.529 3.208 1.953
H -0.377 -2.211 -1.045
H -2.356 1.963 -2.869
H -4.179 -0.127 -0.495
H -1.645 0.352 3.214
H -2.837 -0.578 2.299
H 0.282 3.224 -1.927
H 1.009 3.521 -0.377
H -1.886 0.256 -2.865
H -0.476 2.326 3.092
H -1.100 3.806 2.342
H -0.641 1.491 -3.015
H -0.517 4.368 -0.806
H -2.947 -1.027 -1.411
H -3.177 -1.354 0.309
H -3.228 1.075 2.832
H 1.637 -4.164 2.147
*
```